Record 1
The following is a quantum chemistry calculation of the ion C7H10N3 with charge +1, from the Open Molecules 2025 dataset.

HOMO energy, eV: -13.35
LUMO energy, hartree: -0.179
Total charge: +1
Structure (SMILES): C[C@@H]1\N=C/C=N\C=C/C=[NH+]\1

```
20
Properties=species:S:1:pos:R:3:forces:R:3:lowdin_charge:R:1
C 1.373 -0.818 1.628 0.00 0.15 -0.17 -0.020
C 0.413 0.038 0.807 0.54 0.06 -0.20 -0.373
N -0.591 0.543 1.659 -0.04 0.33 0.94 0.117
C -1.762 0.773 1.305 0.04 -0.05 0.01 -0.075
C -2.298 0.652 -0.079 -0.66 0.20 0.05 -0.006
N -1.831 1.294 -1.042 -0.30 0.17 0.14 0.151
C -0.833 1.681 -1.748 -0.04 -0.15 -0.33 -0.035
C 0.107 0.737 -2.202 0.51 -0.32 0.15 -0.037
C 0.266 -0.495 -1.614 -0.03 0.38 -0.30 -0.062
N -0.095 -0.772 -0.343 0.28 -0.57 -0.07 0.063
H 2.214 -1.146 1.021 0.05 -0.05 -0.07 0.090
H 0.860 -1.685 2.037 -0.09 -0.09 0.04 0.092
H 1.751 -0.227 2.457 0.00 0.02 0.05 0.093
H 0.954 0.906 0.403 -0.11 -0.21 -0.06 0.166
H -2.476 1.123 2.042 -0.18 0.05 0.06 0.131
H -3.271 0.178 -0.191 -0.04 -0.08 -0.12 0.148
H -0.893 2.668 -2.185 0.04 0.16 0.04 0.149
H 0.605 0.944 -3.136 0.03 0.00 -0.06 0.117
H 0.709 -1.294 -2.199 -0.08 -0.10 0.04 0.143
H -0.042 -1.759 -0.108 0.09 0.10 -0.14 0.150
```
Positions in Å, forces in eV/Å.

Record 2
The following is a quantum chemistry calculation of a cluster of 5 separate species, C44H96BF4N4 in total in a non-equilibrium geometry, from the Open Molecules 2025 dataset.

HOMO energy (alpha / beta), eV: -18.64 / -18.64
LUMO energy (alpha / beta), hartree: -0.302 / -0.603
Total charge: +4
Spin multiplicity: 2
⟨S²⟩: 0.75

```
149
Properties=species:S:1:pos:R:3:forces:R:3:lowdin_charge:R:1
B -0.644 -0.025 0.524 -2.14 -1.24 -0.98 -1.370
F -0.795 -1.434 0.804 0.08 -0.01 -0.14 0.050
F 0.512 0.382 1.036 2.71 0.71 0.55 0.201
F -0.831 0.193 -0.845 0.54 -0.33 0.20 0.114
F -1.662 0.646 1.186 -1.24 0.50 0.83 0.113
C 0.976 0.643 8.292 0.47 2.54 -2.18 0.039
C 1.508 0.140 6.875 -2.95 -0.90 1.11 -0.086
C 0.489 -0.032 5.759 0.73 -0.44 1.46 -0.072
C -0.719 -1.024 6.064 -0.74 0.12 -1.85 -0.005
N -1.688 -1.091 4.893 -0.48 0.88 -1.65 -0.179
C -3.019 -1.680 5.380 0.34 -1.35 -0.73 -0.079
C -2.824 -3.236 5.291 -0.12 1.13 0.08 -0.089
C -1.689 -3.471 4.214 -0.18 0.48 1.04 -0.114
C -1.250 -2.077 3.735 -1.05 -0.47 0.83 -0.059
C -2.009 0.276 4.213 -0.27 1.14 1.39 -0.087
C -2.665 1.350 5.164 0.03 -0.97 0.09 -0.219
C -2.911 2.675 4.488 0.91 0.59 -0.49 -0.074
H 0.697 -0.195 8.931 -0.03 -0.82 -0.10 0.139
H 0.147 1.327 8.110 -0.49 -0.37 0.29 0.093
H 1.683 1.301 8.797 0.34 -0.52 0.10 0.105
H 2.045 -0.802 6.987 0.78 -0.68 -0.62 0.167
H 2.359 0.759 6.589 1.16 0.78 0.32 0.195
H 1.028 -0.447 4.908 0.04 -0.23 -0.16 0.147
H 0.021 0.930 5.551 -0.20 0.37 0.28 0.132
H -1.307 -0.666 6.909 0.41 0.01 0.20 0.147
H -0.310 -2.031 6.151 -0.01 0.05 0.43 0.155
H -3.811 -1.497 4.653 0.42 0.79 -0.22 0.128
H -3.334 -1.224 6.318 0.31 -0.29 0.06 0.137
H -3.796 -3.587 4.948 0.24 -0.43 0.05 0.118
H -2.680 -3.619 6.302 0.45 -0.42 -0.31 0.119
H -2.087 -4.004 3.350 0.20 -0.19 0.19 0.109
H -0.824 -3.995 4.621 -0.29 -0.33 0.06 0.114
H -1.862 -1.883 2.854 0.23 0.83 0.16 0.111
H -0.200 -1.994 3.455 -0.08 0.34 0.28 0.135
H -2.605 0.082 3.321 -0.10 -0.24 0.27 0.108
H -1.098 0.738 3.833 0.37 -0.41 -0.11 0.127
H -2.004 1.595 5.996 0.21 -0.37 0.27 0.098
H -3.604 1.030 5.616 0.01 -0.46 -0.13 0.110
H -1.956 3.191 4.391 0.16 0.00 -0.42 0.087
H -3.464 3.370 5.119 -0.49 -0.36 -0.16 0.102
H -3.322 2.553 3.486 -0.27 0.23 0.15 0.067
C -4.332 -4.710 -0.344 0.02 0.18 1.06 -0.063
C -4.096 -3.427 0.475 1.00 0.23 -0.49 -0.247
C -4.826 -2.237 -0.100 -1.53 -0.39 -0.41 -0.211
C -4.683 -1.044 0.707 0.88 2.44 2.08 -0.135
N -5.399 0.291 0.288 -0.27 1.12 1.80 -0.150
C -6.902 0.172 0.708 0.08 -0.38 -0.78 -0.087
C -7.011 0.397 2.227 1.00 -1.01 -0.55 -0.115
C -5.696 1.155 2.619 -0.46 0.33 -0.36 -0.137
C -4.980 1.459 1.269 0.05 -0.40 0.07 -0.064
C -5.299 0.776 -1.167 1.52 -1.68 0.73 -0.072
C -3.852 0.740 -1.803 -0.83 0.90 0.87 -0.215
C -3.944 1.332 -3.189 -0.35 -0.61 -0.70 -0.094
H -4.233 -4.509 -1.410 0.13 -0.09 0.08 0.086
H -5.308 -5.158 -0.158 -0.08 0.16 -0.07 0.085
H -3.594 -5.435 0.000 0.00 -0.17 -0.38 0.061
H -3.034 -3.188 0.435 0.37 -0.01 -0.21 0.089
H -4.257 -3.487 1.552 -0.61 -0.48 0.12 0.107
H -5.887 -2.449 0.034 -0.33 -0.47 -1.42 0.131
H -4.439 -1.979 -1.085 -0.65 -0.62 -0.38 0.127
H -3.616 -0.914 0.884 0.18 1.08 -0.31 0.120
H -5.090 -1.187 1.708 -0.15 -0.20 0.05 0.118
H -7.529 0.854 0.134 0.62 0.69 0.04 0.137
H -7.296 -0.769 0.325 0.35 -0.38 0.42 0.129
H -7.976 0.851 2.452 0.39 0.41 0.14 0.128
H -7.018 -0.578 2.714 -0.11 0.02 0.12 0.108
H -5.955 1.992 3.268 0.08 0.66 -0.73 0.119
H -5.028 0.633 3.304 -0.07 -0.79 -0.28 0.075
H -5.262 2.408 0.815 -0.78 -0.24 -0.10 0.134
H -3.898 1.586 1.300 0.14 -0.79 0.17 0.103
H -5.768 1.758 -1.122 0.02 -0.17 -0.56 0.134
H -5.886 -0.005 -1.651 -0.27 0.54 -0.61 0.136
H -3.396 -0.249 -1.752 -0.29 -0.07 -0.19 0.100
H -3.124 1.408 -1.341 -0.25 -0.14 0.89 0.098
H -2.982 1.220 -3.690 -0.01 0.36 0.00 0.076
H -4.259 2.373 -3.120 0.25 0.05 -0.16 0.090
H -4.670 0.821 -3.822 -0.10 -0.06 -0.02 0.085
C 0.123 1.988 -2.852 1.85 0.41 -0.59 -0.078
C 1.387 2.959 -2.616 -2.05 -0.59 -0.78 -0.212
C 2.516 2.929 -3.686 -1.25 -0.74 0.70 -0.186
C 3.368 4.171 -3.520 1.52 0.34 -0.01 -0.097
N 4.581 4.325 -4.530 -1.02 0.08 -0.60 -0.170
C 5.495 3.080 -4.321 0.19 1.13 0.25 -0.070
C 6.928 3.639 -4.088 -1.60 -0.58 -0.07 -0.138
C 6.741 5.087 -3.606 -0.02 -0.97 -0.09 -0.134
C 5.432 5.595 -4.289 1.85 -0.86 0.98 -0.069
C 4.063 4.415 -5.994 -0.24 0.00 0.41 -0.097
C 3.323 5.767 -6.277 0.89 -0.72 0.44 -0.222
C 2.726 5.848 -7.671 -0.34 -0.05 0.43 -0.079
H -0.149 2.052 -3.906 -0.36 0.43 0.01 0.072
H -0.671 2.336 -2.191 0.01 -0.29 -0.21 0.068
H 0.304 0.921 -2.724 0.16 0.13 0.47 0.043
H 1.746 2.805 -1.598 0.24 0.21 -0.05 0.096
H 0.832 3.896 -2.672 0.61 0.51 0.26 0.103
H 2.068 2.780 -4.668 -0.08 0.57 -0.10 0.115
H 2.980 1.961 -3.498 0.87 0.22 -0.07 0.094
H 3.840 4.170 -2.538 0.30 -0.31 0.05 0.135
H 2.789 5.092 -3.445 -0.12 -0.04 -0.86 0.128
H 5.433 2.444 -5.204 -0.16 0.04 0.16 0.130
H 5.089 2.577 -3.443 0.19 -0.08 -0.20 0.104
H 7.446 3.518 -5.040 0.42 0.27 0.32 0.122
H 7.405 3.117 -3.259 0.25 -0.38 -0.55 0.120
H 7.669 5.540 -3.953 -0.44 0.94 0.26 0.126
H 6.756 5.019 -2.518 -0.32 0.59 -0.02 0.115
H 5.878 6.012 -5.192 -1.07 -0.24 -0.53 0.134
H 4.859 6.365 -3.770 0.04 -0.27 0.03 0.137
H 3.441 3.542 -6.190 -0.58 0.17 0.44 0.117
H 4.906 4.125 -6.622 0.42 0.97 -0.08 0.136
H 3.964 6.627 -6.083 0.27 -0.18 -0.15 0.103
H 2.530 5.861 -5.535 -0.20 -0.09 -0.03 0.105
H 3.436 5.619 -8.466 -0.10 -0.12 0.07 0.089
H 2.345 6.856 -7.833 0.03 -0.06 -0.07 0.089
H 1.867 5.176 -7.665 0.05 -0.10 -0.60 0.081
C -0.353 -5.063 0.868 1.06 -0.35 -2.03 -0.089
C 0.725 -5.719 -0.063 0.80 -0.09 1.55 -0.215
C 2.093 -4.918 -0.180 -2.01 0.54 -2.28 -0.123
C 1.750 -3.703 -1.150 0.93 0.92 1.90 -0.071
N 2.830 -2.563 -1.039 -0.64 0.30 -1.94 -0.194
C 2.351 -1.317 -1.817 -0.59 -0.12 -0.16 -0.080
C 3.060 -0.109 -1.198 -0.38 1.04 -0.97 -0.147
C 3.461 -0.529 0.200 0.09 -0.53 0.26 -0.134
C 2.927 -1.969 0.329 0.92 -0.01 0.46 -0.113
C 4.212 -3.057 -1.593 -1.65 0.37 0.43 -0.068
C 4.090 -3.672 -2.993 0.92 0.54 -0.17 -0.206
C 5.475 -3.680 -3.721 -0.60 -0.75 -0.15 -0.067
H 0.067 -4.923 1.864 -0.29 0.06 0.01 0.067
H -1.227 -5.713 0.830 -0.03 0.13 0.45 0.070
H -0.587 -4.134 0.349 -0.39 0.36 0.70 0.043
H 0.335 -5.950 -1.054 -0.06 0.46 -0.13 0.112
H 0.929 -6.712 0.336 0.30 -0.01 0.10 0.107
H 2.765 -5.564 -0.744 0.27 0.00 0.27 0.106
H 2.579 -4.562 0.728 -0.42 -0.27 0.16 0.102
H 0.895 -3.093 -0.858 -0.42 -0.60 0.39 0.103
H 1.548 -4.013 -2.176 0.65 0.11 -0.02 0.134
H 2.311 -1.504 -2.890 1.01 0.10 0.00 0.131
H 1.293 -1.110 -1.658 -0.24 -0.75 0.76 0.113
H 3.816 0.373 -1.818 0.64 -0.69 0.10 0.107
H 2.353 0.717 -1.134 -0.41 -0.24 0.07 0.090
H 4.532 -0.443 0.385 -0.04 -0.16 -0.06 0.121
H 2.929 0.030 0.969 0.22 0.26 -0.18 0.105
H 3.617 -2.553 0.939 -0.37 -0.24 0.07 0.132
H 1.933 -1.876 0.766 -0.10 -0.57 -0.17 0.125
H 4.470 -3.802 -0.841 0.55 0.08 -0.17 0.131
H 4.852 -2.176 -1.544 0.16 -0.20 -0.04 0.131
H 3.400 -3.136 -3.644 -0.20 0.14 0.32 0.100
H 3.723 -4.692 -2.880 0.02 0.02 -0.21 0.108
H 6.142 -2.849 -3.489 -0.02 -0.20 0.51 0.076
H 5.379 -3.629 -4.805 -0.43 -0.05 0.01 0.079
H 5.906 -4.665 -3.542 0.61 0.36 0.19 0.083
```
Positions in Å, forces in eV/Å.

Record 3
The following is a quantum chemistry calculation of a structure of composition C34H30Cl8GeMoOSi2, from the Open Molecules 2025 dataset.

HOMO energy, eV: -14.09
LUMO energy, hartree: -0.283
Total charge: +2

```
77
Properties=species:S:1:pos:R:3:forces:R:3:lowdin_charge:R:1
Mo 0.148 -0.280 0.225 0.22 0.22 -0.12 0.888
Cl 3.392 1.524 1.128 0.07 -0.05 0.01 0.817
C 3.392 0.370 -0.178 -0.02 0.04 0.02 -0.644
C 2.183 -0.197 -0.540 -0.08 0.01 -0.02 -0.410
C 2.224 -1.058 -1.611 0.05 0.03 0.03 -0.667
Cl 0.630 -1.673 -1.982 -0.09 -0.06 -0.05 0.793
C 3.356 -1.401 -2.325 -0.02 -0.01 -0.01 -0.696
Cl 3.258 -2.483 -3.636 0.01 -0.01 -0.01 0.777
C 4.561 -0.819 -1.921 0.02 0.01 0.00 -0.681
Cl 6.000 -1.192 -2.750 0.01 0.00 0.00 0.776
C 4.580 0.074 -0.839 0.00 0.00 -0.01 -0.683
Cl 6.043 0.799 -0.344 0.01 0.00 0.00 0.769
Cl -2.245 0.872 -2.432 -0.04 0.02 0.07 0.415
Si -1.824 1.101 -0.445 0.12 0.01 -0.07 -0.144
Cl 0.716 -0.242 2.391 0.05 0.03 0.00 0.267
Cl -1.675 3.126 -0.106 -0.17 -0.04 0.07 0.496
Ge 0.967 2.230 0.533 -0.11 0.04 0.09 0.758
C 1.490 3.295 -0.973 0.07 0.06 -0.06 -0.378
C 1.713 2.737 -2.233 0.01 0.00 0.05 -0.111
C 2.061 3.547 -3.302 0.00 0.01 -0.01 -0.051
C 2.181 4.919 -3.122 0.00 -0.01 0.00 -0.043
C 1.948 5.484 -1.875 -0.01 -0.01 -0.01 -0.048
C 1.601 4.678 -0.802 0.02 0.01 0.00 -0.105
C 0.777 3.135 2.227 0.02 0.00 0.02 -0.405
C 1.737 4.074 2.604 0.01 0.02 -0.01 -0.128
C 1.632 4.728 3.824 0.00 0.00 0.01 -0.048
C 0.571 4.445 4.671 -0.01 0.00 0.00 -0.046
C -0.384 3.505 4.305 -0.01 0.01 0.00 -0.060
C -0.280 2.850 3.089 0.00 0.01 -0.03 -0.170
H 0.099 0.817 -1.058 0.12 -0.01 0.15 -0.076
H 1.620 1.668 -2.392 0.01 -0.02 0.01 0.086
H 2.237 3.110 -4.276 0.00 0.00 0.00 0.116
H 2.452 5.550 -3.958 0.00 0.00 0.01 0.119
H 2.033 6.554 -1.739 0.00 0.00 0.00 0.119
H 1.409 5.134 0.162 -0.01 -0.01 -0.05 0.096
H 2.571 4.311 1.952 0.01 -0.03 0.03 0.097
H 2.377 5.458 4.110 0.00 0.00 0.00 0.119
H 0.490 4.956 5.621 0.00 0.00 0.00 0.119
H -1.203 3.282 4.975 0.00 0.00 0.00 0.111
H -1.023 2.107 2.819 -0.01 0.01 0.00 0.059
C -4.834 -3.636 0.888 -0.01 0.00 0.00 -0.071
C -3.601 -3.187 0.089 -0.04 -0.02 0.01 -0.604
C -4.048 -2.577 -1.244 0.00 0.03 0.02 -0.079
C -2.707 -4.409 -0.196 0.00 0.00 0.02 -0.071
Si -2.568 -2.055 1.161 0.17 0.04 -0.09 0.569
O -1.202 -1.560 0.276 -0.35 -0.32 0.07 -0.571
C -3.337 -0.341 1.489 0.06 0.01 0.07 -0.178
C -3.668 0.466 0.346 0.14 0.06 -0.03 -0.332
C -4.371 1.695 0.509 -0.04 0.01 -0.06 -0.080
C -4.612 2.186 1.768 0.08 -0.02 0.11 -0.026
C -4.164 1.456 2.874 -0.02 0.03 -0.08 0.026
C -3.532 0.213 2.741 -0.10 0.03 -0.08 -0.036
C -1.992 -2.824 2.736 0.03 -0.02 -0.01 -0.252
C -2.859 -2.957 3.826 -0.01 0.01 0.02 -0.105
C -2.452 -3.599 4.986 0.00 0.00 0.00 -0.056
C -1.171 -4.127 5.069 -0.01 0.00 0.01 -0.051
C -0.302 -4.021 3.992 0.00 0.01 -0.01 -0.059
C -0.711 -3.376 2.835 -0.02 -0.02 0.02 -0.124
H -5.416 -4.343 0.292 0.00 0.01 0.00 0.100
H -5.494 -2.799 1.134 0.00 -0.01 0.00 0.087
H -4.558 -4.143 1.815 0.00 0.00 0.00 0.080
H -4.471 -3.363 -1.874 0.02 0.00 0.00 0.100
H -3.222 -2.127 -1.803 0.01 0.00 -0.01 0.067
H -4.840 -1.835 -1.116 0.01 0.03 0.03 0.081
H -3.273 -5.138 -0.781 0.00 0.00 0.01 0.100
H -2.381 -4.902 0.721 0.00 0.00 0.00 0.086
H -1.820 -4.141 -0.776 0.02 0.01 -0.01 0.079
H -3.817 -0.053 -0.599 -0.19 -0.14 -0.01 0.064
H -4.687 2.244 -0.371 -0.02 0.00 0.00 0.136
H -5.138 3.120 1.906 0.01 -0.01 0.01 0.132
H -4.334 1.853 3.868 0.00 0.01 -0.01 0.133
H -3.240 -0.329 3.632 0.01 0.01 -0.03 0.110
H -3.874 -2.574 3.775 0.00 -0.01 0.00 0.106
H -3.135 -3.696 5.819 0.00 0.00 -0.01 0.116
H -0.853 -4.633 5.972 0.00 0.00 -0.01 0.117
H 0.690 -4.449 4.053 0.00 0.00 0.00 0.115
H -0.025 -3.318 1.997 0.01 0.01 -0.01 0.090
```
Positions in Å, forces in eV/Å.

Relative energy (zero: lowest compared OMol25 entry of this formula, charge and spin) values (in kcal per mole) by entry order: 55.70, 0.00, 0.00.